# 1
{
  "formula": "C34H48N7O2PPmS",
  "method": "ωB97M-V with the def2-TZVPD basis set",
  "fmax_ev_per_a": 0.77,
  "homo_lumo_gap_ev": [7.979, 8.004],
  "s2": 6.00,
  "e_homo_ev": [-10.5, -10.5],
  "relative_energy_ev": 3.298,
  "charge": 1,
  "spin_multiplicity": 5,
  "species": ["Pm", "N", "C", "C", "C", "C", "C", "N", "C", "C", "C", "C", "C", "N", "H", "H", "H", "H", "H", "H", "H", "H", "H", "S", "C", "N", "N", "C", "O", "C", "C", "N", "C", "N", "H", "H", "C", "C", "C", "C", "C", "C", "P", "C", "C", "C", "C", "C", "C", "C", "C", "C", "C", "C", "C", "H", "H", "H", "H", "H", "H", "H", "H", "H", "H", "H", "H", "H", "H", "H", "H", "H", "H", "H", "H", "H", "H", "H", "H", "H", "H", "H", "H", "H", "H", "H", "H", "H", "C", "O", "H", "H", "H", "H"],
  "positions_angstrom": [[0.0296, 0.7892, 0.8031], [3.3039, 2.2915, 0.4286], [3.2627, 0.9292, 0.3294], [4.4256, 0.2056, 0.8346], [4.8213, -1.1207, 0.2701], [3.6644, -1.9032, -0.3132], [2.3956, -1.1281, -0.1118], [2.2421, 0.2922, -0.1381], [2.4103, 3.2216, -0.1043], [2.8701, 4.5219, -0.3208], [2.0041, 5.4480, -0.8474], [0.7016, 5.0603, -1.1606], [0.3383, 3.7628, -0.9039], [1.1657, 2.8434, -0.3719], [4.1376, 2.6793, 0.8391], [5.2243, 0.8027, 1.2575], [5.8659, -1.3533, 0.1231], [3.7471, -2.7217, -1.0108], [1.5295, -1.6545, -0.4921], [3.8900, 4.7821, -0.0730], [2.3349, 6.4631, -1.0195], [-0.0108, 5.7512, -1.5869], [-0.6635, 3.4175, -1.1191], [1.8483, 4.2530, 3.3463], [0.8210, 3.1378, 2.8486], [0.0569, 2.3147, 2.4598], [0.2462, -2.9081, 3.3085], [1.0297, -2.1864, 2.4570], [0.5150, -1.0256, 2.0933], [2.2233, -2.6509, 1.9596], [3.0152, -1.8149, 1.0656], [4.2204, -1.0615, 1.6087], [2.7242, -3.8930, 2.4456], [3.0753, -4.9161, 2.8432], [-0.3794, -2.3666, 3.8825], [0.6541, -3.7183, 3.7515], [-4.2668, 5.7847, 0.4058], [-3.4520, 5.4646, -0.8413], [-3.4735, 3.9541, -1.1210], [-3.4895, 3.1331, 0.1888], [-2.7852, 3.9255, 1.3025], [-3.5823, 5.1907, 1.6469], [-2.7586, 1.4464, 0.0493], [-3.6681, 0.3824, 1.2731], [-2.8761, 0.2813, 2.5930], [-3.7507, -0.2969, 3.7005], [-4.8858, 0.6789, 4.0501], [-5.3197, 1.5136, 2.8349], [-5.1528, 0.7198, 1.5430], [-3.2580, 0.7072, -1.5584], [-2.3911, 1.1260, -2.7501], [-2.5683, 0.1227, -3.9012], [-4.0058, -0.4231, -3.9652], [-4.9942, 0.5973, -3.4126], [-4.7573, 0.8122, -1.9102], [-5.2709, 5.3654, 0.2892], [-4.3993, 6.8600, 0.5234], [-2.4229, 5.8054, -0.6880], [-3.8298, 6.0005, -1.7129], [-2.6244, 3.6886, -1.7529], [-4.3609, 3.7098, -1.7089], [-4.5332, 2.9948, 0.4839], [-1.7792, 4.1904, 0.9620], [-2.6322, 3.3218, 2.1978], [-2.9045, 5.9243, 2.0874], [-4.3282, 4.9608, 2.4111], [-3.6297, -0.6035, 0.7970], [-2.5106, 1.2639, 2.9076], [-1.9954, -0.3552, 2.4457], [-3.1554, -0.5188, 4.5867], [-4.1644, -1.2505, 3.3575], [-4.5669, 1.3439, 4.8544], [-5.7392, 0.1172, 4.4336], [-4.7272, 2.4308, 2.7784], [-6.3562, 1.8327, 2.9491], [-5.6047, 1.2398, 0.6991], [-5.7052, -0.2201, 1.6347], [-3.0360, -0.3495, -1.3783], [-1.3319, 1.1894, -2.4733], [-2.6781, 2.1258, -3.0806], [-1.8618, -0.7028, -3.7822], [-2.3131, 0.6109, -4.8432], [-4.0890, -1.3460, -3.3813], [-4.2572, -0.6929, -4.9907], [-6.0227, 0.2771, -3.5808], [-4.8768, 1.5427, -3.9505], [-5.3069, 0.0575, -1.3423], [-5.1638, 1.7792, -1.6071], [-1.6353, -2.4760, -0.4647], [-0.9966, -1.2845, 0.0201], [-2.4202, -2.7895, 0.2232], [-0.8995, -3.2724, -0.5709], [-2.0640, -2.2506, -1.4373], [-0.5048, -1.4821, 0.8575]],
  "forces_ev_per_angstrom": [[0.56, 0.36, -0.07], [-0.07, 0.04, 0.00], [0.09, -0.02, -0.02], [-0.03, -0.03, 0.02], [-0.01, 0.03, 0.08], [0.06, -0.04, 0.01], [-0.01, 0.10, -0.03], [0.06, -0.16, -0.07], [0.13, -0.06, 0.02], [-0.01, -0.01, -0.02], [-0.03, 0.03, -0.01], [0.03, 0.01, -0.01], [0.04, -0.01, -0.02], [-0.25, -0.03, 0.08], [0.00, 0.01, 0.01], [0.00, 0.00, 0.00], [0.00, -0.02, 0.00], [0.00, 0.00, 0.00], [0.00, 0.01, 0.00], [0.00, 0.00, -0.01], [0.00, 0.00, 0.00], [0.00, 0.01, 0.00], [-0.06, -0.01, -0.01], [-0.08, -0.09, -0.07], [0.07, 0.17, 0.09], [0.08, 0.11, 0.24], [0.02, -0.03, 0.04], [-0.12, 0.23, 0.04], [0.02, 0.03, -0.05], [0.08, -0.21, 0.06], [0.07, 0.03, 0.10], [-0.03, 0.02, -0.15], [-0.04, 0.10, -0.10], [0.01, -0.01, 0.03], [-0.01, -0.01, -0.02], [0.02, 0.00, -0.03], [-0.03, -0.01, 0.01], [0.01, 0.00, -0.01], [0.00, 0.00, -0.02], [-0.03, 0.09, 0.08], [-0.01, -0.03, -0.02], [0.00, 0.00, 0.01], [-0.38, 0.16, -0.16], [-0.04, -0.04, 0.02], [0.00, 0.09, -0.02], [-0.04, -0.03, -0.04], [-0.02, 0.00, 0.01], [0.01, 0.01, 0.00], [0.01, -0.05, -0.01], [-0.14, 0.00, -0.04], [0.03, 0.04, -0.02], [0.00, 0.00, 0.00], [0.00, -0.02, -0.01], [0.00, 0.02, 0.00], [-0.02, -0.02, 0.02], [0.00, 0.00, 0.00], [0.01, 0.01, 0.00], [0.00, 0.00, 0.00], [0.00, 0.00, 0.00], [0.06, 0.03, 0.04], [0.02, 0.02, 0.01], [0.01, 0.02, 0.00], [-0.01, 0.00, 0.00], [-0.01, -0.02, 0.02], [0.00, 0.00, 0.01], [-0.01, 0.00, -0.01], [0.01, -0.01, 0.00], [0.02, -0.01, 0.01], [0.01, -0.01, 0.04], [0.01, 0.01, 0.00], [0.01, 0.00, 0.00], [0.00, 0.01, 0.00], [0.01, -0.01, 0.01], [0.04, 0.01, 0.00], [0.00, -0.01, 0.00], [0.00, 0.02, 0.00], [0.00, 0.01, 0.01], [0.01, -0.02, -0.01], [0.00, -0.01, 0.02], [-0.01, -0.05, -0.02], [0.00, -0.01, 0.00], [0.00, 0.01, 0.00], [0.00, 0.01, 0.01], [0.00, 0.00, 0.00], [0.00, 0.00, 0.01], [0.01, 0.00, 0.00], [0.01, -0.01, -0.01], [0.01, -0.03, -0.01], [0.08, 0.03, 0.02], [0.02, 0.01, -0.03], [-0.01, -0.01, -0.01], [-0.03, -0.02, 0.00], [0.00, 0.00, -0.01], [-0.23, -0.74, -0.02]],
  "lowdin_spin": [4.029, 0.001, 0.000, 0.000, 0.000, 0.000, 0.000, -0.005, 0.000, 0.000, 0.000, 0.000, 0.001, -0.003, 0.000, 0.000, 0.000, 0.000, 0.000, 0.000, 0.000, 0.000, 0.000, -0.001, 0.000, -0.009, 0.000, 0.000, -0.004, 0.000, 0.000, 0.000, 0.000, 0.000, 0.000, 0.000, 0.000, 0.000, 0.000, -0.001, 0.000, 0.000, -0.005, 0.000, 0.000, 0.000, 0.000, 0.000, 0.000, 0.000, 0.000, 0.000, 0.000, 0.000, 0.000, 0.000, 0.000, 0.000, 0.000, 0.000, 0.000, 0.000, 0.000, 0.000, 0.000, 0.000, 0.000, 0.000, 0.000, 0.000, 0.000, 0.000, 0.000, 0.000, 0.000, 0.000, 0.000, 0.000, 0.000, 0.000, 0.000, 0.000, 0.000, 0.000, 0.000, 0.000, 0.000, 0.000, 0.000, -0.001, 0.000, 0.000, 0.000, 0.000]
}

---

# 2
{
  "formula": "C2H6N3O",
  "method": "ωB97M-V with the def2-TZVPD basis set",
  "fmax_ev_per_a": 5.12,
  "homo_lumo_gap_ev": 10.721,
  "e_homo_ev": -14.5,
  "relative_energy_ev": 4.581,
  "charge": 1,
  "species": ["C", "C", "N", "N", "N", "O", "H", "H", "H", "H", "H", "H"],
  "positions_angstrom": [[1.9690, -0.8358, -0.1911], [-0.0199, -0.2583, 0.5374], [0.8518, -1.2886, 0.2658], [1.0956, 1.1534, 0.1343], [-1.1867, 0.0035, -0.4094], [2.2159, 0.4102, -0.2294], [2.6877, -1.4590, -0.6582], [-0.4957, 0.0245, 1.5447], [1.3902, 1.6254, 1.0893], [-2.0506, -0.2149, 0.0018], [-0.9432, -0.4279, -1.3275], [-1.2656, 0.9286, -0.6936]],
  "forces_ev_per_angstrom": [[-1.30, -1.92, 0.01], [1.83, 4.57, 1.42], [-1.21, -0.12, -0.16], [-2.07, -0.43, 2.99], [2.72, -2.07, -1.70], [0.93, 1.86, -0.29], [0.84, -0.58, 0.03], [1.20, -1.23, -1.10], [-0.74, -1.24, -2.23], [-1.68, -1.24, 0.34], [-0.85, -0.58, 0.74], [0.34, 2.97, -0.06]],
  "nbo_charge": [0.475, 0.234, -0.554, -0.363, -0.697, -0.285, 0.227, 0.227, 0.382, 0.446, 0.460, 0.448]
}

---

# 3
{
  "formula": "C7H31N14O8",
  "method": "ωB97M-V with the def2-TZVPD basis set",
  "fmax_ev_per_a": 1.47,
  "homo_lumo_gap_ev": 9.345,
  "e_homo_ev": -11.2,
  "relative_energy_ev": 0.485,
  "charge": 1,
  "species": ["O", "H", "H", "H", "C", "O", "N", "N", "H", "H", "H", "H", "C", "O", "N", "N", "H", "H", "H", "H", "C", "O", "N", "N", "H", "H", "H", "H", "C", "O", "N", "N", "H", "H", "H", "H", "C", "O", "N", "N", "H", "H", "H", "H", "C", "O", "N", "N", "H", "H", "H", "H", "C", "O", "N", "N", "H", "H", "H", "H"],
  "positions_angstrom": [[-0.4495, -0.4943, 0.8628], [-1.3824, -0.8642, 0.8503], [-0.4003, 0.4399, 0.5745], [0.1027, -1.0511, 0.2548], [0.6888, -3.4701, -1.1613], [0.4953, -2.4636, -0.5025], [1.4459, -4.5400, -0.7782], [0.2728, -3.5625, -2.4638], [1.2279, -5.4315, -1.1930], [1.7518, -4.5966, 0.1791], [-0.1392, -2.7116, -2.8091], [0.8908, -4.1236, -3.0245], [-2.8505, -2.7994, 0.9172], [-2.8425, -1.5748, 0.9129], [-3.7368, -3.6000, 0.2624], [-2.0013, -3.5339, 1.6883], [-4.5550, -3.2081, -0.1644], [-3.7374, -4.5361, 0.6307], [-1.2727, -3.0254, 2.1557], [-1.9912, -4.5351, 1.6252], [-0.1588, 0.5749, 4.0662], [-1.1336, 0.0196, 3.5986], [-0.1893, 1.8405, 4.5914], [1.0778, -0.0086, 4.0783], [0.6024, 2.1202, 5.1399], [-1.0638, 2.3274, 4.6250], [1.9113, 0.5083, 4.2875], [1.1163, -0.7651, 3.4138], [3.2135, 0.1971, 1.3357], [2.4534, -0.7118, 1.0262], [4.5008, -0.0235, 1.7108], [2.8351, 1.4970, 1.3662], [4.8386, -0.9669, 1.6290], [5.2250, 0.6728, 1.7103], [3.5248, 2.2080, 1.5221], [1.9030, 1.7277, 1.0706], [1.1499, 0.2479, -2.5659], [0.1706, 0.1930, -1.8490], [1.1808, 0.8058, -3.8100], [2.3548, -0.3029, -2.2215], [0.3495, 1.2378, -4.1714], [1.9237, 0.5789, -4.4436], [2.3256, -0.8726, -1.3879], [3.1009, -0.4812, -2.8675], [-0.3969, 3.4120, 0.3766], [-0.6184, 2.2222, 0.1348], [-0.5741, 3.9457, 1.6098], [0.2026, 4.2158, -0.5312], [-0.5690, 4.9069, 1.8938], [-1.0286, 3.2749, 2.2106], [0.5574, 5.0814, -0.1699], [0.1855, 3.9721, -1.5054], [-2.6664, 2.4895, -3.2007], [-2.2666, 3.6139, -3.4429], [-3.6335, 1.8356, -3.9188], [-2.2833, 1.7957, -2.0762], [-3.8742, 0.8875, -3.7144], [-4.0646, 2.3918, -4.6344], [-1.5481, 2.2112, -1.5125], [-2.1510, 0.8015, -2.1913]],
  "forces_ev_per_angstrom": [[0.48, -0.17, 0.00], [-0.74, 0.08, 0.25], [-0.35, 0.50, -0.19], [0.11, -0.09, -0.15], [0.47, 0.36, -0.94], [-0.10, -0.30, 0.75], [-0.10, -0.33, 0.51], [-0.04, -0.27, 0.66], [0.07, 0.02, -0.06], [-0.08, 0.24, 0.03], [0.14, -0.06, -0.33], [-0.33, 0.21, -0.57], [-0.32, -0.86, 0.77], [0.37, 0.44, -0.72], [0.41, 0.18, 0.03], [0.24, 0.50, -0.14], [-0.09, 0.00, 0.06], [-0.69, -0.04, -0.46], [0.10, -0.20, 0.20], [0.32, 0.07, 0.14], [-0.07, 0.32, -0.04], [-0.18, 0.01, -0.08], [0.36, -0.19, -0.22], [-0.33, -0.49, -0.07], [-0.25, 0.44, 0.15], [-0.06, -0.08, 0.37], [0.06, 0.02, -0.19], [0.46, -0.04, 0.09], [-0.09, 0.11, -0.27], [-0.08, -0.14, 0.07], [0.75, -0.57, 0.19], [-0.01, 0.11, 0.08], [-0.16, -0.04, -0.05], [-0.24, 0.23, 0.01], [-0.22, 0.22, -0.03], [0.02, 0.12, -0.11], [0.91, -0.65, -0.96], [-0.27, 0.24, 0.28], [-0.44, 0.32, -0.04], [-0.09, -0.37, 0.94], [-0.06, -0.03, -0.02], [-0.02, 0.18, -0.07], [0.11, 0.05, 0.09], [-0.08, 0.17, -0.14], [1.18, 0.22, -0.29], [-0.22, -0.12, 0.45], [-0.48, -1.14, 0.54], [-0.22, 0.08, 0.57], [-0.03, 0.14, -0.42], [0.07, 0.28, 0.31], [-0.04, 0.31, -0.68], [0.11, 0.15, -0.07], [-0.34, -0.34, 1.00], [-0.05, 0.20, -0.30], [0.64, 0.78, -0.36], [0.25, -0.14, -0.15], [-0.36, 0.05, -0.06], [-0.15, -0.42, -0.22], [-0.18, -0.30, -0.34], [-0.03, 0.04, 0.20]],
  "nbo_charge": [-0.831, 0.548, 0.567, 0.573, 0.807, -0.708, -0.836, -0.837, 0.396, 0.409, 0.415, 0.395, 0.798, -0.682, -0.822, -0.833, 0.418, 0.387, 0.418, 0.390, 0.773, -0.663, -0.858, -0.850, 0.390, 0.407, 0.388, 0.414, 0.779, -0.705, -0.843, -0.837, 0.407, 0.394, 0.392, 0.418, 0.784, -0.694, -0.844, -0.859, 0.413, 0.391, 0.422, 0.389, 0.795, -0.743, -0.836, -0.825, 0.409, 0.413, 0.395, 0.431, 0.769, -0.674, -0.855, -0.855, 0.393, 0.410, 0.410, 0.384]
}

---

# 4
{
  "formula": "C2H14N2O3",
  "method": "ωB97M-V with the def2-TZVPD basis set",
  "fmax_ev_per_a": 1.77,
  "smiles": "NCCN.O.O.O",
  "homo_lumo_gap_ev": 10.351,
  "e_homo_ev": -9.6,
  "relative_energy_ev": 0.681,
  "species": ["N", "C", "C", "N", "H", "H", "H", "H", "H", "H", "H", "H", "O", "H", "H", "O", "H", "H", "O", "H", "H"],
  "positions_angstrom": [[0.3426, 1.5182, -1.3146], [-0.1146, 1.0594, -0.0245], [-0.9867, -0.1693, -0.1561], [-1.4609, -0.5847, 1.1701], [0.9953, 2.2810, -1.2639], [-0.3137, 1.6285, -2.0672], [-0.6859, 1.8074, 0.5470], [0.7713, 0.8165, 0.5751], [-1.8668, 0.0601, -0.7644], [-0.4458, -0.9780, -0.6507], [-2.0029, -1.4308, 1.0567], [-0.6421, -0.9118, 1.7047], [-1.4771, 2.1001, 3.2655], [-1.6781, 1.2576, 2.8472], [-1.9880, 2.8963, 3.1118], [2.0199, -2.8543, -0.2016], [2.5993, -2.3707, -0.8051], [2.1823, -3.7853, -0.3809], [1.9749, -0.7361, -2.2731], [1.4571, -1.5434, -2.3639], [1.3201, -0.0606, -2.0123]],
  "forces_ev_per_angstrom": [[0.82, -0.52, -0.39], [-0.41, 0.24, 0.37], [-0.17, -0.17, 0.11], [0.69, -0.27, 0.45], [-0.07, 0.16, -0.10], [-0.43, 0.24, 0.24], [0.12, -0.05, -0.11], [-0.11, -0.02, -0.06], [0.04, 0.08, -0.02], [0.17, 0.01, -0.17], [-0.30, -0.01, 0.04], [-0.39, 0.29, -0.24], [1.37, 0.16, 1.11], [-0.87, 0.55, -0.63], [-0.53, -0.82, -0.63], [-0.02, -0.10, -0.09], [-0.08, 0.16, 0.10], [0.04, 0.01, 0.05], [-0.05, -0.29, -0.10], [-0.01, 0.04, -0.06], [0.17, 0.29, 0.12]],
  "nbo_charge": [-0.873, -0.224, -0.223, -0.844, 0.379, 0.373, 0.181, 0.193, 0.178, 0.176, 0.360, 0.357, -0.996, 0.507, 0.485, -0.956, 0.488, 0.466, -0.982, 0.461, 0.493]
}